Arrangement 1

Here is an isolated ion of composition C6H17N2 and charge +1 from the OMol25 dataset. Energies are from the ωB97M-V functional and the def2-TZVPD basis.

SMILES: C[C@@H]([NH3+])CCCCN
total charge: +1
HOMO: -12.2 eV

CARTESIAN COORDINATES (ANGSTROEM)
N1 1.05 1.59 -1.81
N2 -0.27 -2.48 1.53
C1 -1.37 1.18 -1.73
C2 0.73 0.24 0.72
C3 -0.08 0.42 -1.84
C4 -0.36 0.12 1.74
C5 -0.30 -1.30 2.41
C6 0.34 -0.44 -0.63
H1 1.23 1.99 -0.87
H2 1.28 -0.90 -1.08
H3 1.92 1.18 -2.15
H4 -1.33 2.28 -1.81
H5 0.28 -0.14 -2.79
H6 0.51 -3.09 1.69
H7 1.15 1.28 0.82
H8 1.74 -0.20 0.88
H9 -1.97 0.93 -2.64
H10 -1.11 -3.03 1.48
H11 -2.09 0.91 -0.97
H12 -0.30 -1.25 -0.27
H13 0.82 2.27 -2.54
H14 -0.30 0.88 2.52
H15 -0.98 -1.40 3.23
H16 -1.33 0.18 1.25
H17 0.75 -1.23 2.88

natural (NBO) atomic charge list, values in e, 6 entries: N -0.716; N -0.881; C -0.698; C -0.442; C 0.016; C -0.423



Arrangement 2

Here is C6H17N2 as an isolated structure from the OMol25 dataset. Energies are from the ωB97M-V functional and the def2-TZVPD basis.

total charge: +1
HOMO: -14.3 eV

CARTESIAN COORDINATES (ANGSTROEM)
N1 0.14 -0.15 1.49
N2 -0.98 0.13 -0.83
C1 -0.61 -0.97 -1.75
C2 -0.47 -0.59 2.50
C3 1.80 1.64 1.12
C4 -2.45 0.23 -0.65
C5 0.84 -0.83 -2.21
C6 1.57 0.19 1.52
H1 -0.40 -0.01 0.40
H2 -1.28 -0.96 -2.62
H3 -2.84 -0.72 -0.29
H4 -1.52 -0.84 2.44
H5 1.54 -0.99 -1.39
H6 0.04 -0.74 3.45
H7 2.07 -0.50 0.85
H8 -2.94 0.48 -1.59
H9 -2.68 0.99 0.09
H10 1.05 -1.57 -2.97
H11 1.02 0.16 -2.62
H12 1.08 2.29 1.61
H13 -0.77 -1.91 -1.23
H14 1.71 1.77 0.03
H15 1.96 -0.02 2.52
H16 -0.67 1.00 -1.25
H17 2.81 1.92 1.39

natural (NBO) atomic charge list, values in e, 6 entries: N -0.414; N -0.599; C -0.221; C 0.072; C -0.623; C -0.424



Relative energies in hartree: arrangement 1 0.0449; arrangement 2 0.0000



Arrangement 1

Here is C6H17N2 as an isolated structure from the OMol25 dataset. Energies are from the ωB97M-V functional and the def2-TZVPD basis.

total charge: +1
HOMO: -14.2 eV

CARTESIAN COORDINATES (ANGSTROEM)
N1 1.63 0.90 -1.10
N2 -1.36 0.32 0.26
C1 -0.01 -0.99 -1.97
C2 -0.71 0.16 -1.17
C3 -2.76 -0.06 0.15
C4 2.04 -0.05 1.66
C5 0.87 -0.65 2.41
C6 0.30 1.28 -1.04
H1 2.17 1.74 -1.35
H2 -3.01 -0.89 -0.52
H3 0.12 2.04 -1.83
H4 -0.90 -0.60 -0.02
H5 -0.59 -1.91 -2.03
H6 0.25 1.84 -0.07
H7 2.53 -0.68 0.91
H8 -3.19 -0.40 1.10
H9 0.68 -1.64 2.00
H10 1.79 0.76 0.93
H11 -3.43 0.77 -0.12
H12 -1.50 0.47 -1.86
H13 0.03 0.04 2.42
H14 0.93 -1.27 -1.51
H15 2.84 0.37 2.27
H16 1.10 -0.89 3.45
H17 0.20 -0.64 -2.98

natural (NBO) atomic charge list, values in e, 6 entries: N -0.093; N -0.542; C -0.639; C -0.167; C -0.465; C -0.556



Arrangement 2

Here is an isolated ion of composition C6H17N2 and charge +1 from the OMol25 dataset. Energies are from the ωB97M-V functional and the def2-TZVPD basis.

SMILES: CCNC[C@H](C)[NH2+]C
total charge: +1
HOMO: -13.4 eV

CARTESIAN COORDINATES (ANGSTROEM)
N1 -1.05 0.68 -0.39
N2 0.40 -1.45 -0.70
C1 -0.98 3.25 -0.03
C2 1.79 -1.11 1.30
C3 0.37 -1.00 0.73
C4 -1.01 2.04 -0.95
C5 -0.10 0.46 0.72
C6 0.11 -2.91 -0.87
H1 -0.81 -3.07 -1.45
H2 -0.26 -1.68 1.29
H3 -1.77 2.16 -1.72
H4 1.29 -1.21 -1.09
H5 -0.09 -3.35 0.08
H6 -0.27 -0.80 -1.18
H7 -1.99 0.42 -0.12
H8 -0.11 2.04 -1.56
H9 -0.62 0.64 1.65
H10 1.88 -0.45 2.16
H11 0.70 1.18 0.57
H12 -2.02 3.45 0.25
H13 -0.53 3.01 0.94
H14 0.91 -3.35 -1.45
H15 2.03 -2.12 1.64
H16 2.57 -0.94 0.60
H17 -0.44 4.10 -0.43

natural (NBO) atomic charge list, values in e, 6 entries: N -0.660; N -0.530; C -0.638; C -0.633; C -0.050; C -0.224



Arrangement 3

Here is a 2-piece molecular cluster, C6H17N2 overall from the OMol25 dataset. Energies are from the ωB97M-V functional and the def2-TZVPD basis.

total charge: +1
HOMO: -13.3 eV

CARTESIAN COORDINATES (ANGSTROEM)
N1 2.75 1.45 -2.17
N2 -0.30 -0.60 -1.47
C1 -0.89 1.43 2.53
C2 1.49 0.91 -1.97
C3 1.14 -0.37 -1.57
C4 -0.85 0.37 1.42
C5 -1.46 -2.13 0.93
C6 -1.46 -0.97 1.93
H1 -0.62 -1.45 -1.92
H2 -2.20 -1.95 0.08
H3 -2.57 -0.78 2.32
H4 -0.35 1.09 3.36
H5 -0.85 0.25 -1.85
H6 -0.45 -2.27 0.52
H7 -0.38 2.30 2.16
H8 -1.94 1.69 2.80
H9 0.66 1.61 -2.18
H10 1.79 -1.09 -1.16
H11 2.81 2.37 -1.72
H12 0.18 0.20 1.18
H13 -1.32 0.76 0.52
H14 3.50 0.83 -1.88
H15 -1.77 -3.07 1.35
H16 -0.91 -1.25 2.78
H17 -0.53 -0.65 -0.46

natural (NBO) atomic charge list, values in e, 6 entries: N -0.762; N -0.720; C -0.590; C 0.076; C -0.223; C -0.414



Relative energies in hartree: arrangement 1 0.2978; arrangement 2 0.0000; arrangement 3 0.0344



Arrangement 1

Here is an isolated ion of composition CH4N and charge +1 from the OMol25 dataset. Energies are from the ωB97M-V functional and the def2-TZVPD basis.

total charge: +1
HOMO: -18.9 eV

CARTESIAN COORDINATES (ANGSTROEM)
N1 0.71 -0.04 -0.26
C1 -0.52 -0.01 0.34
H1 -0.97 0.99 0.11
H2 0.74 0.23 -1.27
H3 -1.14 -0.88 0.02
H4 -0.36 -0.12 1.42

Partial charges, natural (NBO), in e: N 0.159; C -0.581; H 0.352; H 0.379; H 0.413; H 0.278



Arrangement 2

Here is an isolated ion of composition CH4N and charge +1 from the OMol25 dataset. Energies are from the ωB97M-V functional and the def2-TZVPD basis.

total charge: +1
HOMO: -18.6 eV

CARTESIAN COORDINATES (ANGSTROEM)
N1 0.92 -0.13 0.02
C1 -0.51 -0.08 0.05
H1 -0.82 0.69 0.79
H2 -0.20 -1.09 0.37
H3 -0.88 0.07 -0.93
H4 1.50 0.55 -0.31

Partial charges, natural (NBO), in e: N 0.157; C -0.571; H 0.398; H 0.329; H 0.337; H 0.351



Relative energies in hartree: arrangement 1 0.0000; arrangement 2 0.0741



Arrangement 1

Here is C21H13BrF5N2NaO3Te as an isolated structure from the OMol25 dataset. Energies are from the ωB97M-V functional and the def2-TZVPD basis.

total charge: -2
HOMO: -1.2 eV

CARTESIAN COORDINATES (ANGSTROEM)
Te1 2.22 0.70 -2.83
Br1 3.24 -1.52 -0.02
Na1 -0.53 -0.46 -1.72
F1 3.53 -0.65 -2.99
F2 1.35 2.37 -2.98
F3 3.64 1.63 -2.03
F4 1.49 0.83 -1.06
F5 2.91 1.28 -4.49
O1 0.93 -0.42 -3.35
O2 -1.90 -2.19 -1.52
O3 -2.32 -4.37 -1.21
N1 0.77 -2.63 -0.69
N2 -0.88 0.81 0.93
C1 -2.05 1.61 -1.59
C2 -3.61 3.29 -2.55
C3 1.40 1.03 3.85
C4 0.26 -0.88 2.15
C5 -1.19 2.07 0.71
C6 -2.87 2.12 -2.62
C7 -2.83 3.60 -0.32
C8 0.13 -4.89 -0.24
C9 -3.61 4.04 -1.38
C10 -0.65 3.10 1.55
C11 2.35 -4.17 0.27
C12 1.40 -5.18 0.24
C13 -0.16 -3.62 -0.70
C14 1.95 -2.93 -0.20
C15 1.11 -1.26 3.16
C16 0.53 1.45 2.82
C17 1.69 -0.30 4.01
C18 -1.61 -3.35 -1.21
C19 -2.06 2.43 -0.44
C20 0.19 2.80 2.57
C21 -0.05 0.49 1.95
H1 1.65 -6.17 0.61
H2 -0.19 -1.59 1.48
H3 2.36 -0.61 4.80
H4 -4.19 3.63 -3.41
H5 1.35 -2.31 3.28
H6 -2.95 1.55 -3.55
H7 1.84 1.78 4.50
H8 0.62 3.58 3.19
H9 -2.86 4.15 0.62
H10 -0.89 4.13 1.32
H11 -4.20 4.95 -1.29
H12 3.35 -4.32 0.64
H13 -0.66 -5.62 -0.27

natural (NBO) atomic charge list, values in e, 6 entries: Te 3.382; Br 0.040; Na 0.872; F -0.644; F -0.635; F -0.624



Arrangement 2

Here is C21H13BrF5N2NaO3Te as an isolated structure from the OMol25 dataset. Energies are from the ωB97M-V functional and the def2-TZVPD basis.

total charge: -2
HOMO: -0.9 eV

CARTESIAN COORDINATES (ANGSTROEM)
Te1 3.36 -0.64 0.27
Br1 2.21 1.23 2.49
Na1 0.61 -1.67 0.12
F1 1.86 0.56 -0.28
F2 5.07 -1.43 -0.16
F3 3.38 -0.68 -1.64
F4 4.36 -0.64 1.98
F5 4.33 1.03 0.06
O1 -1.96 -3.52 2.79
O2 2.49 -2.12 0.65
O3 -0.85 -2.81 0.95
N1 0.43 -0.88 2.51
N2 -1.07 0.48 -1.05
C1 -0.74 -0.92 -4.39
C2 0.61 0.26 4.61
C3 0.95 0.04 3.29
C4 -1.50 4.06 -0.22
C5 -1.26 2.91 -1.00
C6 -0.80 0.52 -2.34
C7 -0.39 -0.55 5.14
C8 -0.51 -0.76 -3.01
C9 -1.00 2.92 -2.39
C10 -1.73 2.70 1.75
C11 -0.96 -1.52 4.33
C12 0.22 -3.12 -4.29
C13 0.35 -2.98 -2.91
C14 -0.77 1.76 -3.05
C15 -1.17 -2.79 2.15
C16 -1.73 3.96 1.12
C17 -1.27 1.63 -0.38
C18 -0.35 -2.08 -5.03
C19 -1.52 1.56 1.02
C20 -0.52 -1.67 3.02
C21 0.04 -1.80 -2.23
H1 0.73 -3.83 -2.34
H2 -1.25 -0.15 -4.97
H3 0.56 -4.02 -4.80
H4 -1.49 5.03 -0.71
H5 -0.54 1.76 -4.10
H6 1.09 1.03 5.19
H7 -0.97 3.88 -2.91
H8 -1.89 2.63 2.82
H9 -0.51 -2.20 -6.10
H10 -1.91 4.85 1.71
H11 -0.71 -0.41 6.17
H12 -1.75 -2.18 4.67
H13 -1.52 0.58 1.47

natural (NBO) atomic charge list, values in e, 6 entries: Te 3.264; Br 0.087; Na 0.850; F -0.633; F -0.658; F -0.633



Relative energies in hartree: arrangement 1 0.0000; arrangement 2 0.0631



Arrangement 1

Here is CH4FINP as an isolated structure from the OMol25 dataset. Energies are from the ωB97M-V functional and the def2-TZVPD basis.

HOMO: -8.8 eV

CARTESIAN COORDINATES (ANGSTROEM)
I1 -2.78 -1.10 0.06
P1 -1.45 0.97 0.74
F1 -2.02 1.92 -0.49
N1 0.44 0.44 -0.42
C1 1.27 -0.53 0.30
H1 0.88 -1.55 0.23
H2 1.15 0.12 1.23
H3 2.23 -0.41 -0.28
H4 0.28 0.15 -1.37

natural (NBO) atomic charge list, values in e, 6 entries: I -0.189; P 1.086; F -0.594; N -0.798; C -0.453; H 0.184



Arrangement 2

Here is a 2-piece molecular cluster, CH4FINP overall from the OMol25 dataset. Energies are from the ωB97M-V functional and the def2-TZVPD basis.

SMILES: C/N=P\F.I
HOMO: -10.2 eV

CARTESIAN COORDINATES (ANGSTROEM)
I1 4.60 -0.06 -0.04
P1 -2.09 1.95 -0.30
F1 -3.51 1.26 0.36
N1 -0.96 0.94 -0.27
C1 -0.89 -0.40 0.19
H1 5.60 -1.12 -0.58
H2 -1.43 -0.59 1.12
H3 0.12 -0.85 0.07
H4 -1.44 -1.12 -0.56

natural (NBO) atomic charge list, values in e, 6 entries: I -0.092; P 1.371; F -0.621; N -0.933; C -0.456; H 0.092



Relative energies in hartree: arrangement 1 0.0417; arrangement 2 0.0000



Arrangement 1

Here is one molecule with the formula C19H23N3O from the OMol25 dataset. Energies are from the ωB97M-V functional and the def2-TZVPD basis.

SMILES: N#Cc1ccc([C@H]2C[C@@H]2C(=O)N2CCN(C3CCC3)CC2)cc1
HOMO: -8.5 eV

CARTESIAN COORDINATES (ANGSTROEM)
O1 -0.33 0.54 -2.37
N1 0.50 0.82 -0.29
N2 1.19 2.69 1.79
N3 -1.92 -8.11 -4.82
C1 -1.40 -3.39 -3.83
C2 -2.13 -5.67 -2.38
C3 0.76 0.36 1.07
C4 -2.02 -1.61 -0.42
C5 -1.47 -4.63 -4.48
C6 -1.73 -3.29 -2.48
C7 -0.14 0.04 -1.26
C8 -1.95 -7.05 -4.34
C9 2.16 4.88 2.81
C10 -2.02 -4.44 -1.73
C11 0.99 3.16 0.38
C12 1.14 3.72 2.85
C13 2.60 4.57 4.22
C14 -1.81 -1.92 -1.89
C15 1.73 3.33 4.21
C16 -1.86 -5.75 -3.74
C17 -0.66 -1.38 -1.00
C18 1.21 2.03 -0.65
C19 0.40 1.48 2.08
H1 -0.64 1.72 1.99
H2 3.67 4.35 4.36
H3 2.30 5.31 4.99
H4 2.95 4.71 2.05
H5 0.10 -2.08 -0.64
H6 -2.20 -2.39 0.32
H7 -1.12 -4.78 -5.51
H8 0.15 -0.49 1.28
H9 -0.06 3.55 0.26
H10 -2.61 -0.68 -0.18
H11 0.65 1.12 3.06
H12 -2.49 -6.56 -1.88
H13 0.89 2.43 -1.61
H14 -1.09 -2.52 -4.41
H15 1.64 4.01 0.14
H16 1.80 0.09 1.21
H17 0.97 3.31 5.01
H18 -2.22 -1.18 -2.57
H19 1.72 5.85 2.66
H20 -2.22 -4.43 -0.68
H21 0.10 4.06 2.92
H22 2.21 2.34 4.19
H23 2.27 1.86 -0.71

natural (NBO) atomic charge list, values in e, 6 entries: O -0.626; N -0.441; N -0.457; N -0.311; C -0.147; C -0.139



Arrangement 2

Here is C19H23N3O as an isolated structure from the OMol25 dataset. Energies are from the ωB97M-V functional and the def2-TZVPD basis.

HOMO: -7.6 eV

CARTESIAN COORDINATES (ANGSTROEM)
O1 3.23 2.71 2.91
N1 -2.66 -2.09 -2.81
N2 -2.92 -2.12 -5.09
N3 -2.52 -0.23 -3.90
C1 -1.35 -0.90 -1.27
C2 2.66 0.57 2.29
C3 -2.76 -1.04 -6.17
C4 -1.17 -1.42 1.01
C5 -0.90 -0.51 0.11
C6 4.83 2.50 2.48
C7 -0.05 1.22 2.81
C8 5.24 2.05 3.96
C9 2.47 1.69 2.77
C10 -2.26 -1.79 -1.48
C11 -0.89 -1.03 2.50
C12 -2.49 -2.97 -0.46
C13 -2.70 -1.42 -4.05
C14 1.18 2.20 2.66
C15 -2.64 0.41 -5.38
C16 5.27 3.89 2.31
C17 -2.19 -2.48 0.71
C18 0.39 -0.17 2.49
C19 1.59 -0.34 2.40
H1 5.15 4.55 3.04
H2 0.77 3.19 2.86
H3 4.76 0.96 4.26
H4 -2.10 -1.17 -6.83
H5 -0.91 1.52 2.99
H6 4.88 4.19 1.27
H7 -3.03 -3.13 -2.81
H8 4.87 1.81 1.77
H9 3.65 0.20 2.28
H10 -2.62 0.29 -3.29
H11 -1.61 -0.62 2.93
H12 6.34 1.64 3.89
H13 -0.24 0.38 0.29
H14 -0.43 -1.96 2.92
H15 -1.01 -0.15 -2.25
H16 5.04 2.90 4.78
H17 1.78 -1.66 2.14
H18 -3.77 1.15 -5.30
H19 -3.73 -0.92 -6.79
H20 6.31 3.57 2.18
H21 -3.33 -3.65 -0.62
H22 -2.39 -2.94 1.44
H23 -1.87 0.94 -5.70

natural (NBO) atomic charge list, values in e, 6 entries: O -0.522; N -0.616; N -0.546; N -0.540; C -0.297; C -0.325



Relative energies in hartree: arrangement 1 0.0000; arrangement 2 0.5550